1.
C4H2S2 | ωB97M-V with the def2-TZVPD basis set

As for the SMILES: S=CC#CC=S. Its spin multiplicity is 1. The HOMO energy is -9.25 eV. As for the orbital gap: 0.2601 hartree.

```
8
C4H2S2, DFT ωB97M-V with the def2-TZVPD basis set
S -0.68 0.34 -3.08
C -0.55 1.12 -1.63
C -0.16 0.34 -0.47
C 0.17 -0.32 0.49
C 0.55 -1.13 1.61
S 0.69 -0.33 3.06
H -0.74 2.17 -1.41
H 0.71 -2.19 1.44
```

From a Mulliken analysis of the wavefunction, the atomic charges in e read:
1 S -0.148
2 C -0.723
3 C 0.624
4 C 0.508
5 C -0.728
6 S -0.149
7 H 0.308
8 H 0.307

2.
C4H30N2O13 | ωB97M-V with the def2-TZVPD basis set

As for the SMILES: NC(=O)C[C@@H](N)C=O.O.O.O.O.O.O.O.O.O.O.O. Its spin multiplicity is 1. The HOMO energy is -9.41 eV. As for the orbital gap: 0.3397 hartree.

```
49
C4H30N2O13, DFT ωB97M-V with the def2-TZVPD basis set
N -0.41 -2.22 -0.11
C -1.76 -2.23 -0.40
O -2.42 -3.24 -0.23
C -2.21 -0.90 -0.99
C -1.46 -0.53 -2.15
N -1.68 -1.47 -3.33
C -1.57 0.80 -2.73
O -1.97 1.66 -1.99
H -0.13 -3.04 0.36
H -0.14 -1.41 0.57
H -2.03 -0.13 -0.29
H -3.38 -0.76 -1.10
H -0.45 -0.56 -1.85
H -0.80 -2.04 -3.43
H -2.44 -2.05 -3.04
H -1.37 0.83 -3.94
O 1.26 -1.84 -2.67
H 2.19 -1.79 -2.41
H 0.85 -2.08 -1.80
O -0.70 3.73 0.89
H -0.17 3.68 0.28
H -1.68 3.86 0.59
O 3.31 1.35 -1.62
H 3.11 2.15 -2.22
H 3.48 0.67 -2.27
O 1.52 1.01 2.39
H 0.80 0.44 2.79
H 1.49 1.94 2.78
O 3.92 -1.21 0.77
H 3.31 -1.02 0.08
H 3.90 -0.34 1.06
O 1.11 0.69 -0.19
H 0.66 1.01 0.64
H 1.72 1.50 -0.45
O 0.42 -0.84 4.08
H 0.09 -1.74 3.62
H -0.14 -0.62 4.77
O 2.35 3.14 -0.75
H 1.60 3.77 -0.67
H 2.76 3.26 0.23
O 2.06 -3.25 1.05
H 2.44 -2.36 1.43
H 1.71 -2.89 0.19
O -3.41 1.91 1.11
H -4.23 2.02 0.45
H -3.49 2.56 1.87
O -2.40 -0.29 3.15
H -2.77 -0.05 2.24
H -2.85 -1.11 3.26
```

Mulliken population analysis, charges in e, atoms 1 to 8:
1 N -0.250
2 C 0.477
3 O -0.626
4 C -0.593
5 C 1.508
6 N -0.750
7 C -0.572
8 O -0.470

3.
C4H30N2O9 | ωB97M-V with the def2-TZVPD basis set

Its spin multiplicity is 1. The HOMO energy is -9.29 eV. As for the orbital gap: 0.3537 hartree.

```
45
C4H30N2O9, DFT ωB97M-V with the def2-TZVPD basis set
N 2.08 -1.64 -2.64
C 1.54 -0.31 -3.03
C 2.19 0.70 -2.05
N 1.23 1.40 -1.15
C 0.96 2.72 -1.69
C 1.84 1.54 0.20
H 1.55 -2.33 -3.16
H 3.08 -1.65 -2.82
H 0.46 -0.38 -2.91
H 1.91 0.02 -3.98
H 2.79 1.43 -2.59
H 2.80 0.03 -1.42
H 0.44 3.38 -0.95
H 1.77 3.44 -1.81
H 0.44 2.66 -2.66
H 1.19 2.26 0.74
H 2.78 2.10 0.30
H 1.62 0.63 0.74
H -1.79 0.90 3.70
H -2.69 0.91 2.47
O -2.00 1.43 2.92
H -0.89 -1.34 1.25
H -1.16 -0.08 2.16
O -0.89 -1.02 2.17
H 0.58 -1.94 0.19
H 0.63 -2.27 -1.34
O 0.07 -2.32 -0.55
H 1.41 -1.10 2.39
H 2.06 -2.43 1.98
O 1.83 -1.55 1.64
H -3.54 1.45 1.28
H -3.69 -0.04 0.96
O -3.68 0.58 1.69
H -2.31 -3.44 1.53
H -1.12 -4.22 0.71
O -1.39 -3.73 1.51
H 0.48 2.73 3.42
H -1.08 2.97 3.02
O -0.16 3.24 2.90
H -2.77 -3.02 -1.05
H -2.07 -2.44 -2.03
O -2.93 -2.91 -2.01
H -0.59 0.75 -0.11
H -1.47 1.89 -0.10
O -1.49 0.98 0.19
```

Mulliken population analysis, charges in e, atoms 1 to 8:
1 N -0.638
2 C -0.370
3 C -0.873
4 N 0.452
5 C -1.397
6 C -0.758
7 H 0.230
8 H 0.202

4.
C4H30NO13 | ωB97M-V with the def2-TZVPD basis set

The total charge is +2. Its spin multiplicity is 2. The HOMO energy (alpha / beta) is -16.34 / -15.91 eV. As for the orbital gap (alpha / beta): 0.4061 / 0.1471 hartree.

```
48
C4H30NO13, DFT ωB97M-V with the def2-TZVPD basis set
C -1.76 -0.11 -0.08
O -2.00 0.85 -1.05
C -0.25 -0.30 0.19
C -0.11 -1.11 1.47
C 1.24 -1.79 1.55
O 2.19 -1.15 2.19
O 1.45 -2.85 1.01
N 0.45 1.03 0.39
H -2.32 0.24 0.80
H -2.23 -1.06 -0.42
H -1.55 0.63 -1.96
H 0.24 -0.82 -0.63
H -0.85 -1.91 1.54
H -0.29 -0.52 2.37
H 1.91 -0.25 2.47
H -0.07 1.60 1.07
H 0.55 1.60 -0.52
H 1.43 0.87 0.66
H 1.95 1.97 3.21
H 0.57 1.72 2.50
O 1.50 1.37 2.57
H -2.24 -1.86 4.59
H -2.97 -2.78 3.59
O -2.43 -1.97 3.64
H -1.74 1.49 2.13
H -1.29 2.70 1.23
O -1.02 2.14 1.98
H 3.29 -0.84 -2.03
H 4.24 0.22 -1.34
O 3.33 -0.05 -1.43
H -3.89 0.64 2.47
H -2.86 -0.51 2.73
O -3.04 0.29 2.17
H 2.24 1.65 -1.69
H 0.94 1.66 -2.58
O 1.39 2.12 -1.86
H 0.20 -2.57 -4.18
H 1.44 -2.12 -3.32
O 0.49 -1.92 -3.52
H -1.56 2.61 -1.31
H -2.19 3.87 -0.71
O -1.49 3.22 -0.56
H -1.35 0.52 -4.17
H -0.38 -0.54 -3.46
O -0.89 0.33 -3.34
H 3.72 -2.86 -3.42
H 2.95 -3.02 -2.08
O 3.07 -2.43 -2.85
```

Mulliken population analysis, charges in e, atoms 1 to 8:
1 C -0.783
2 O -0.280
3 C 0.686
4 C -0.860
5 C -0.115
6 O -0.459
7 O -0.546
8 N 0.232

5.
C4H30O11 | ωB97M-V with the def2-TZVPD basis set

As for the SMILES: CCO.CCO.O.O.O.O.O.O.O.O.O. Its spin multiplicity is 1. The HOMO energy is -9.98 eV. As for the orbital gap: 0.3391 hartree.

```
45
C4H30O11, DFT ωB97M-V with the def2-TZVPD basis set
C -2.87 13.23 -9.12
C -3.91 13.36 -10.28
O -3.69 12.37 -11.29
H -1.86 13.07 -9.50
H -3.12 12.44 -8.41
H -2.89 14.13 -8.51
H -3.76 14.31 -10.79
H -4.97 13.34 -10.05
H -4.16 12.53 -12.11
C -4.60 16.42 -7.13
C -5.64 16.01 -8.11
O -6.59 15.12 -7.55
H -4.01 15.58 -6.76
H -5.03 16.93 -6.26
H -4.03 17.05 -7.80
H -5.34 15.46 -9.00
H -6.10 16.91 -8.53
H -7.19 15.62 -6.99
O -8.04 12.19 -12.26
H -8.46 11.89 -13.07
H -7.33 12.77 -12.56
O -8.75 17.16 -10.03
H -8.37 16.42 -10.51
H -8.24 17.92 -10.31
O -8.04 15.02 -11.48
H -8.86 14.62 -11.73
H -7.48 14.93 -12.25
O -8.80 10.54 -10.30
H -8.38 11.12 -10.94
H -9.31 11.12 -9.74
O -9.97 12.75 -8.62
H -9.07 12.80 -8.94
H -9.90 12.66 -7.67
O -5.06 13.35 -6.33
H -5.53 14.04 -6.80
H -5.74 12.84 -5.90
O -9.50 15.74 -7.50
H -9.41 16.35 -8.23
H -9.59 14.88 -7.92
O -7.47 13.34 -9.14
H -7.66 13.83 -9.94
H -6.89 13.91 -8.64
O -6.49 10.36 -8.65
H -6.03 10.27 -7.81
H -6.98 11.18 -8.57
```

Mulliken population analysis, charges in e, atoms 1 to 8:
1 C -1.017
2 C 0.307
3 O -0.578
4 H 0.371
5 H 0.257
6 H 0.223
7 H 0.286
8 H -0.097

6.
C4H31N2O10S | ωB97M-V with the def2-TZVPD basis set

The total charge is -1. Its spin multiplicity is 1. The HOMO energy is -3.29 eV. As for the orbital gap: 0.2134 hartree.

```
48
C4H31N2O10S, DFT ωB97M-V with the def2-TZVPD basis set
N 2.83 0.48 0.42
C 1.91 -0.56 -0.02
C 1.90 -0.79 -1.53
S 3.42 -0.62 -2.48
C 0.46 -0.18 0.49
N 0.32 -1.07 1.66
C -0.90 -0.97 2.51
H 3.80 0.14 0.23
H 2.90 1.31 -0.15
H 2.32 -1.54 0.37
H 1.57 -1.87 -1.64
H 1.11 -0.21 -2.04
H -0.34 -0.16 -0.25
H 0.64 0.87 0.81
H 1.14 -0.98 2.24
H -1.00 -0.05 3.10
H -0.82 -1.85 3.17
H -1.78 -1.08 1.89
H 0.22 2.88 3.59
H 1.15 1.84 2.79
O 0.35 2.44 2.75
H -2.42 -1.33 -0.33
H -3.06 -0.25 -1.16
O -2.43 -0.37 -0.42
H -1.30 -2.64 0.88
H -1.60 -3.40 -0.37
O -1.99 -3.21 0.51
H 1.83 0.27 3.41
H 2.76 0.72 2.33
O 2.44 1.00 3.25
H -0.02 3.28 0.75
H 1.40 3.61 0.83
O 0.73 3.47 0.16
H -1.50 1.83 1.56
H -2.42 1.10 0.55
O -2.32 1.94 1.06
H -0.38 0.01 -3.13
H 0.39 -0.81 -4.20
O -0.47 -0.41 -3.99
H 0.13 2.17 -1.95
H -0.62 1.90 -0.63
O -0.57 1.63 -1.56
H -0.26 -2.48 -2.60
H -0.65 -3.70 -1.98
O -0.92 -2.76 -1.94
H -2.32 0.70 -2.58
H -2.52 -0.50 -3.38
O -3.06 0.21 -2.99
```

Mulliken population analysis, charges in e, atoms 1 to 8:
1 N -0.455
2 C -0.801
3 C 0.607
4 S -0.580
5 C 2.381
6 N -0.674
7 C -1.139
8 H 0.305

7.
C4H31N2O13 | ωB97M-V with the def2-TZVPD basis set

The total charge is -1. Its spin multiplicity is 1. The HOMO energy is -5.93 eV. As for the orbital gap: 0.3156 hartree.

```
50
C4H31N2O13, DFT ωB97M-V with the def2-TZVPD basis set
O -4.02 -0.54 -0.07
C -2.92 -1.00 -0.48
O -2.69 -1.32 -1.68
C -1.74 -0.94 0.52
C -1.10 0.45 0.39
C 0.39 0.64 0.44
N 0.69 2.08 0.65
N -0.81 -2.10 0.39
H -2.30 -1.04 1.46
H -1.53 0.98 1.22
H -1.46 0.92 -0.53
H 0.85 0.12 1.28
H 0.91 0.41 -0.46
H 0.13 2.38 1.41
H 0.57 2.59 -0.22
H -0.40 -1.92 -0.55
H -1.46 -2.91 0.31
H -2.16 0.91 -3.14
H -3.31 0.38 -2.40
O -3.13 0.97 -3.13
H -0.94 0.44 2.78
H -0.74 -0.79 1.97
O -0.42 -0.43 2.80
H -0.79 -2.02 -2.85
H 0.48 -1.09 -2.69
O 0.09 -1.97 -2.48
H -3.98 1.78 1.85
H -4.06 0.32 1.28
O -4.02 0.85 2.16
H 1.30 -0.29 2.57
H 2.62 0.00 3.32
O 2.22 -0.57 2.64
H 3.70 0.72 0.21
H 3.06 2.04 0.33
O 3.93 1.65 0.14
H 1.01 -3.32 -0.09
H 0.97 -2.84 -1.37
O 1.63 -2.96 -0.70
H 2.12 0.94 -3.11
H 1.35 0.42 -4.27
O 1.29 0.44 -3.32
H 3.70 1.52 -1.52
H 4.39 0.35 -2.28
O 3.83 1.09 -2.42
H -2.02 2.23 1.92
H -2.34 1.73 3.51
O -1.70 2.07 2.86
H 2.96 -1.01 1.26
H 2.55 -1.40 -0.24
O 3.23 -0.97 0.34
```

Mulliken population analysis, charges in e, atoms 1 to 8:
1 O -0.824
2 C -0.102
3 O -0.683
4 C 0.080
5 C -0.270
6 C 1.947
7 N -0.673
8 N -0.536

8.
C4H31N2O13 | ωB97M-V with the def2-TZVPD basis set

The total charge is +1. Its spin multiplicity is 1. The HOMO energy is -12.75 eV. As for the orbital gap: 0.3717 hartree.

```
50
C4H31N2O13, DFT ωB97M-V with the def2-TZVPD basis set
N -0.08 0.78 0.23
C 1.11 1.01 1.03
C 0.94 1.47 2.46
N 0.97 0.49 3.44
C 1.52 -0.84 3.31
C 0.40 -1.79 2.82
O 0.30 -1.92 1.62
O 0.78 2.64 2.70
H -0.86 1.30 0.64
H 0.23 1.12 -0.70
H -0.29 -0.22 0.12
H 1.77 0.10 1.12
H 1.82 1.66 0.53
H 0.83 0.92 4.34
H 1.88 -1.19 4.31
H 2.33 -0.92 2.55
H -0.14 -2.33 3.61
H 1.51 2.98 -2.46
H 1.02 3.62 -1.29
O 1.59 2.84 -1.50
H -0.61 -4.43 -2.24
H 0.28 -4.72 -1.07
O -0.62 -4.44 -1.27
H -1.97 -3.40 -0.54
H -1.77 -1.89 -0.16
O -2.40 -2.52 -0.50
H 1.24 0.14 -3.43
H 0.58 1.06 -4.34
O 1.48 0.74 -4.17
H -0.55 -0.95 -2.48
H 0.61 -1.40 -1.46
O 0.31 -0.73 -2.12
H -4.95 -1.01 -0.34
H -3.52 -1.29 -0.35
O -4.13 -0.58 -0.06
H -3.04 0.65 -2.64
H -2.63 -0.70 -2.44
O -2.22 0.19 -2.38
H 2.52 -2.22 -0.97
H 2.15 -3.01 -2.11
O 1.74 -2.71 -1.29
H -3.79 2.49 1.32
H -3.52 1.48 0.19
O -3.15 2.27 0.63
H 3.93 0.52 -1.11
H 4.61 -0.45 -0.15
O 3.77 -0.01 -0.32
H -1.16 4.45 0.17
H -1.49 3.27 -0.78
O -0.80 3.64 -0.22
```

Mulliken population analysis, charges in e, atoms 1 to 8:
1 N 0.339
2 C 0.049
3 C -0.179
4 N -0.098
5 C -0.605
6 C 0.039
7 O -0.439
8 O -0.575

9.
C4H31NO12 | ωB97M-V with the def2-TZVPD basis set

As for the SMILES: C[C@@H](O)CNCO.O.O.O.O.O.O.O.O.O.O. Its spin multiplicity is 1. The HOMO energy is -9.66 eV. As for the orbital gap: 0.3549 hartree.

```
48
C4H31NO12, DFT ωB97M-V with the def2-TZVPD basis set
C 1.86 -2.53 -1.40
C 1.61 -0.99 -1.21
O 1.94 -0.21 -2.43
C 0.19 -0.62 -0.78
N 0.18 0.81 -0.32
C -1.06 1.34 0.11
O -1.80 1.79 -1.00
H 1.49 -3.20 -0.73
H 3.02 -2.60 -1.44
H 1.43 -2.60 -2.36
H 2.30 -0.34 -0.59
H 2.73 -0.40 -2.90
H -0.11 -1.30 0.09
H -0.63 -0.84 -1.46
H 0.49 1.36 -1.18
H -1.67 0.43 0.42
H -1.04 2.24 0.73
H -1.19 1.81 -1.79
O 2.61 3.28 0.63
H 2.25 4.13 0.81
H 1.80 2.88 0.23
O 1.67 -1.44 1.62
H 2.33 -0.81 1.67
H 0.94 -1.11 1.14
O -3.73 -1.38 0.93
H -4.21 -2.11 0.57
H -4.00 -0.73 0.22
O 0.14 1.47 -3.17
H 0.80 2.16 -3.17
H 0.69 0.62 -2.94
O -1.11 -1.21 -3.98
H -1.40 -0.54 -3.34
H -0.96 -0.69 -4.82
O -0.41 2.08 3.29
H 0.01 1.71 4.03
H -0.48 1.47 2.60
O -1.72 -0.58 3.25
H -2.21 -1.13 2.60
H -1.50 -1.16 3.97
O 2.97 1.01 2.17
H 3.91 0.73 2.29
H 3.05 1.88 1.87
O -4.09 0.28 -1.16
H -4.62 1.08 -1.01
H -3.20 0.67 -1.12
O -0.04 -2.47 3.20
H 0.62 -1.81 3.57
H 0.13 -2.41 2.27
```

Mulliken population analysis, charges in e, atoms 1 to 8:
1 C -1.480
2 C 0.947
3 O -0.586
4 C -1.856
5 N 0.783
6 C -0.245
7 O -0.777
8 H 0.352

Number 1: total energy -25847.258 eV. Number 2: total energy -34228.622 eV. Number 3: total energy -26040.552 eV. Number 4: total energy -32725.791 eV. Number 5: total energy -27156.557 eV. Number 6: total energy -38943.109 eV. Number 7: total energy -34251.198 eV. Number 8: total energy -34243.124 eV. Number 9: total energy -30708.827 eV.